[1]
The following is a quantum chemistry calculation of one molecule with the formula C3H8N4O2 at a distorted geometry, from OMol25.

Last column: Mulliken charge in e.
Geometry (Å):
H -1.21214 -3.13836 1.81903  0.315
H -0.80655 2.64038 -1.51328  0.299
N -1.39963 -2.13832 1.49542  -0.575
C 0.76898 0.00502 -0.42459  0.407
C -0.22683 -1.37716 1.28290  0.550
H -1.77644 -2.40530 0.50209  0.305
N 1.86369 0.15285 0.14943  -0.796
O 0.73295 -1.00623 2.03615  -0.618
H 1.73686 -0.26458 1.10825  0.439
C -0.49453 1.86751 -0.73220  -0.648
H -1.15766 -0.80959 -0.61273  0.392
O 1.41502 1.30103 -2.11255  -0.420
N 0.22875 0.70517 -1.49793  -0.277
N -0.22701 -0.85016 -0.08875  -0.233
H 0.12857 2.30356 0.23914  0.283
H 1.91775 1.65592 -1.28171  0.356
H -1.49176 1.35825 -0.36867  0.222

Values from the calculation:
Strongest force on any atom = 5.596 eV Å⁻¹
Net charge = 0
ΔE to the lowest compared entry with this formula, charge and spin = 3.831 eV
HOMO energy = -9.77 eV


[2]
The following is a quantum chemistry calculation of a 13-piece molecular cluster, H28NO12 overall at a distorted geometry, from OMol25.

Last column: Mulliken charge in e.
Geometry (Å):
H -0.28807 0.54476 3.90402  0.267
O 1.97193 1.26676 1.50002  -0.489
H -0.12407 0.23576 -0.67698  0.136
O -1.00207 0.81876 3.29302  -0.588
H -0.21407 -0.29524 0.78202  0.204
H -2.46707 0.98576 2.01802  0.370
H -2.63607 1.91376 0.81802  0.321
H 1.61693 -2.44624 3.69002  0.306
H -3.06507 -0.54024 1.02602  0.364
H 1.51793 -0.63524 -3.27398  0.244
H -0.40407 -1.29424 -0.36198  0.266
H 2.83393 -0.86924 -2.84698  0.294
O -2.86007 1.00476 1.22002  -0.615
O -1.44907 -2.68724 -2.05698  -0.576
H -1.33707 1.52776 3.66202  0.264
H 1.76393 -2.05924 2.06102  0.353
O 1.25293 -2.02224 2.82202  -0.609
O -2.71507 -1.40924 0.70202  -0.630
H 1.48593 1.99676 1.38002  0.258
H -1.65407 -3.19224 -2.71298  0.236
H 2.83693 -3.31224 0.18202  0.248
H -2.34107 -1.93124 1.41302  0.279
H 0.61093 2.11276 -2.17998  0.290
O 0.08893 2.15176 -1.33598  -0.754
N 0.10393 -0.45024 -0.07698  0.196
O 3.82093 1.50176 -0.36898  -0.616
H 0.94693 -0.56624 0.02302  0.253
H -1.75707 2.39776 -1.21698  0.334
H 2.29593 1.26476 2.34302  0.195
H -2.31107 0.45276 -2.19598  0.265
O 2.52693 -2.45424 0.29202  -0.562
H 3.43093 1.56776 -1.31598  0.314
H 0.38293 2.96776 -0.74198  0.332
H 3.34693 -2.14524 0.35802  0.265
O -1.90107 -0.37024 -2.29698  -0.556
H -3.06107 3.10776 -1.42398  0.326
H -2.16807 -2.08124 -2.03798  0.290
O 1.92193 -0.98924 -2.51498  -0.501
H 2.91193 1.49976 0.11902  0.349
O -2.50607 2.56876 -0.80498  -0.614
H -1.40807 -0.13724 -3.16698  0.289

Values from the calculation:
Strongest force on any atom = 12.012 eV Å⁻¹
Net charge = +1
ΔE to the lowest compared entry with this formula, charge and spin = 4.545 eV
HOMO energy = -13.05 eV


[3]
The following is a quantum chemistry calculation of one molecule with the formula C22H25N5S2, from OMol25.

Last column: Mulliken charge in e.
Geometry (Å):
N -1.47356 -1.08410 2.89861  -0.501
H 1.95670 1.00552 -2.16837  0.368
C 1.15809 1.69863 -1.89071  -0.962
H 0.87066 -1.67289 -5.69564  0.392
H -2.51682 0.18401 -1.48791  0.248
H 1.54036 3.11622 -3.47009  0.439
H 0.37721 1.63988 5.93265  0.389
H -0.12151 3.13214 -2.86118  0.310
H -0.02180 -3.88926 3.73626  0.483
C -2.16176 2.40924 3.80793  -0.619
C 0.95627 -1.61185 1.10864  0.231
N 1.27647 -0.52046 1.74215  -0.566
C 0.43693 -1.95352 -3.62247  -0.368
H -0.99231 -2.06651 -1.42901  0.279
C -2.30199 0.84370 -0.64599  -0.871
C 2.33352 -2.18991 -2.17546  -0.096
C -2.30937 1.21255 3.14172  -0.411
S 1.09043 -3.23677 1.73461  -0.212
H -3.05418 1.08134 2.37333  0.441
H 3.31590 -1.74631 -5.37518  0.410
H -1.19914 -3.61337 2.40995  0.331
N -1.16415 1.68052 -0.97372  0.086
H 1.54820 2.35582 -1.11473  0.446
C -1.47146 0.15177 3.47476  -0.172
C -0.50710 0.31934 4.49344  0.853
C 0.04942 -2.25223 -1.14820  -0.961
S 0.37687 -1.15536 4.70898  -0.240
H -0.18177 3.38607 -0.29224  0.282
C 2.65555 -1.85980 -4.52870  -0.450
H -0.33768 0.19237 -2.11633  0.353
C -0.00147 0.87011 -1.32272  0.385
N 0.97938 0.51001 0.94448  -0.491
H -0.63397 -1.91762 -3.76733  0.392
H -1.10417 3.51685 5.30575  0.398
C 0.48958 0.04391 -0.17547  0.114
C 3.17904 -2.04909 -3.26058  -0.766
H -2.79998 3.24232 3.55406  0.405
N 0.44248 -1.31978 -0.12425  0.464
H -0.58505 2.24175 1.00281  0.182
C -0.92711 2.67597 0.05541  -0.854
H -2.14974 0.23162 0.25538  0.182
H -1.85806 3.21439 0.22757  0.439
C 0.72248 2.49643 -3.11145  -1.368
H 2.74288 -2.33858 -1.18599  0.378
H 0.42085 1.82517 -3.91261  0.280
C 0.95591 -2.13835 -2.34894  0.515
C 1.28393 -1.81763 -4.70860  -0.693
H 4.24813 -2.08657 -3.11504  0.399
C -0.32898 -3.22005 2.93526  -0.780
H 0.12300 -3.25475 -0.71048  0.621
H -3.16958 1.48253 -0.48694  0.394
C -0.59045 -1.85503 3.41742  0.505
C -0.36737 1.52397 5.16091  -0.565
C -1.19970 2.56564 4.80427  -0.451

Values from the calculation:
Strongest force on any atom = 0.999 eV Å⁻¹
Net charge = 0
ΔE to the lowest compared entry with this formula, charge and spin = 0.000 eV
HOMO energy = -8.35 eV


[4]
The following is a quantum chemistry calculation of one molecule with the formula C18H24N4OS at a distorted geometry, from OMol25.

Last column: Mulliken charge in e.
Geometry (Å):
H -0.05858 -3.24136 -1.52838  0.359
H 2.36772 -4.24647 2.10002  0.351
H 3.15580 -0.07833 2.33741  0.422
C 2.08475 -5.61168 -0.18592  -1.551
H -4.53167 2.25530 2.57448  0.361
N -0.91779 0.82938 -2.08188  -0.096
H -5.68907 3.58494 2.42386  0.434
C 2.80277 -0.91527 1.75737  -0.583
H -5.22864 4.06580 -1.26853  0.389
C -4.74845 3.18429 2.05469  -1.528
H 1.60256 -1.75035 -1.27346  0.820
H 4.35542 0.44038 -0.94564  0.411
C -1.75256 1.40880 -1.19450  0.369
H 1.85128 -6.32083 -0.97589  0.422
C 3.37023 0.62121 -1.36834  -1.563
H -6.09453 4.65798 0.15269  0.378
H 1.90661 1.77101 1.53902  0.532
H 3.61953 1.73774 1.08031  0.443
H 3.15599 -0.14593 -2.10445  0.352
C 1.90800 -3.13247 0.31851  0.224
C 2.60196 1.77906 0.70267  -2.290
C 2.80865 -2.17530 2.33206  -1.067
H 3.16115 -2.29514 3.34660  0.375
C 2.35467 -0.74594 0.45390  0.063
C 1.92092 -1.86181 -0.24989  -0.244
H 1.73030 -6.02796 0.75702  0.312
C 2.36773 -3.27691 1.62610  -0.549
H 3.16507 -5.49597 -0.11992  0.353
H 0.33116 1.27440 -0.10775  0.726
H 3.36923 1.58712 -1.86814  0.396
C 2.32890 0.60926 -0.24603  1.628
O 0.97075 -0.10178 -2.86324  -0.671
N -2.45355 2.34748 0.66721  -0.865
H -4.36544 4.97675 -0.02233  0.334
C -4.83915 2.94587 0.55011  0.741
N 0.97917 0.84789 -0.76730  -0.174
H -5.63845 2.22462 0.34125  0.290
S -3.44964 1.68589 -1.58963  -0.220
C -3.56298 2.37812 0.03968  0.052
H 2.47826 2.71441 0.16125  0.457
C 0.45193 0.47390 -1.93343  0.464
C 0.44492 -4.17425 -1.34399  -1.183
N -1.43819 1.81252 -0.00469  -0.100
H -3.95102 3.88879 2.27215  0.324
C 1.42764 -4.28867 -0.45657  0.661
C -5.15187 4.24617 -0.19819  -1.315
H 0.09847 -5.02081 -1.91264  0.291
H -1.29999 0.55813 -2.97765  0.265

Values from the calculation:
Strongest force on any atom = 1.441 eV Å⁻¹
Net charge = 0
ΔE to the lowest compared entry with this formula, charge and spin = 1.258 eV
HOMO energy = -8.50 eV


- Which of these has the lowest strongest force on any atom?
  C22H25N5S2


Repeat the fourth record exactly.
The following is a quantum chemistry calculation of one molecule with the formula C18H24N4OS at a distorted geometry, from OMol25.

Last column: Mulliken charge in e.
Geometry (Å):
H -0.05858 -3.24136 -1.52838  0.359
H 2.36772 -4.24647 2.10002  0.351
H 3.15580 -0.07833 2.33741  0.422
C 2.08475 -5.61168 -0.18592  -1.551
H -4.53167 2.25530 2.57448  0.361
N -0.91779 0.82938 -2.08188  -0.096
H -5.68907 3.58494 2.42386  0.434
C 2.80277 -0.91527 1.75737  -0.583
H -5.22864 4.06580 -1.26853  0.389
C -4.74845 3.18429 2.05469  -1.528
H 1.60256 -1.75035 -1.27346  0.820
H 4.35542 0.44038 -0.94564  0.411
C -1.75256 1.40880 -1.19450  0.369
H 1.85128 -6.32083 -0.97589  0.422
C 3.37023 0.62121 -1.36834  -1.563
H -6.09453 4.65798 0.15269  0.378
H 1.90661 1.77101 1.53902  0.532
H 3.61953 1.73774 1.08031  0.443
H 3.15599 -0.14593 -2.10445  0.352
C 1.90800 -3.13247 0.31851  0.224
C 2.60196 1.77906 0.70267  -2.290
C 2.80865 -2.17530 2.33206  -1.067
H 3.16115 -2.29514 3.34660  0.375
C 2.35467 -0.74594 0.45390  0.063
C 1.92092 -1.86181 -0.24989  -0.244
H 1.73030 -6.02796 0.75702  0.312
C 2.36773 -3.27691 1.62610  -0.549
H 3.16507 -5.49597 -0.11992  0.353
H 0.33116 1.27440 -0.10775  0.726
H 3.36923 1.58712 -1.86814  0.396
C 2.32890 0.60926 -0.24603  1.628
O 0.97075 -0.10178 -2.86324  -0.671
N -2.45355 2.34748 0.66721  -0.865
H -4.36544 4.97675 -0.02233  0.334
C -4.83915 2.94587 0.55011  0.741
N 0.97917 0.84789 -0.76730  -0.174
H -5.63845 2.22462 0.34125  0.290
S -3.44964 1.68589 -1.58963  -0.220
C -3.56298 2.37812 0.03968  0.052
H 2.47826 2.71441 0.16125  0.457
C 0.45193 0.47390 -1.93343  0.464
C 0.44492 -4.17425 -1.34399  -1.183
N -1.43819 1.81252 -0.00469  -0.100
H -3.95102 3.88879 2.27215  0.324
C 1.42764 -4.28867 -0.45657  0.661
C -5.15187 4.24617 -0.19819  -1.315
H 0.09847 -5.02081 -1.91264  0.291
H -1.29999 0.55813 -2.97765  0.265

Values from the calculation:
Strongest force on any atom = 1.441 eV Å⁻¹
Net charge = 0
ΔE to the lowest compared entry with this formula, charge and spin = 1.258 eV
HOMO energy = -8.50 eV


- Look up the net charge of the fourth one.
  0


- Which of these has the highest HOMO energy?
  C22H25N5S2